{"formula": "C12H18N2O3S2", "method": "the ωB97M-V functional and the def2-TZVPD basis", "elements": ["C", "C", "C", "N", "C", "N", "C", "O", "C", "C", "C", "H", "H", "H", "H", "H", "H", "H", "S", "C", "C", "H", "H", "S", "O", "O", "C", "H", "C", "H", "H", "H", "H", "H", "H", "H", "H"], "xyz": [[0.479, 3.247, -1.284], [-0.131, 3.161, -0.116], [-0.238, 1.906, 0.702], [-0.273, 0.698, -0.093], [0.727, -0.179, -0.062], [1.823, 0.000, 0.608], [2.746, -0.982, 0.443], [2.561, -1.924, -0.326], [4.002, -0.815, 1.251], [4.656, 0.543, 0.982], [5.143, 0.653, -0.457], [5.876, -0.121, -0.674], [5.604, 1.623, -0.631], [4.311, 0.537, -1.149], [3.926, 1.327, 1.184], [5.498, 0.671, 1.665], [4.684, -1.630, 1.006], [3.726, -0.882, 2.305], [0.441, -1.620, -1.018], [-1.340, -1.084, -1.232], [-2.202, -1.671, -0.131], [-2.909, -2.416, -0.481], [-1.611, -2.073, 0.688], [-3.163, -0.270, 0.548], [-2.632, 0.136, 1.819], [-4.573, -0.527, 0.470], [-2.659, 0.945, -0.721], [-3.356, 0.865, -1.549], [-1.289, 0.440, -1.103], [-0.965, 0.888, -2.056], [-2.667, 1.948, -0.313], [-1.677, -1.390, -2.221], [0.645, 1.813, 1.343], [-1.121, 1.926, 1.348], [-0.579, 4.036, 0.334], [0.541, 4.174, -1.826], [0.958, 2.397, -1.741]], "gap_ev": 9.8, "de_lowest_kj_mol": 154.6, "total_energy_ev": -43528.6818, "e_lumo_ev": 0.4}